Entry 1:
Computed, not measured: one molecule with the formula C3H5N3O, with ωB97M-V with the def2-TZVPD basis set.

SMILES: [H]/N=c1/ccon1N
LUMO level: 0.7346 eV
gap between HOMO and LUMO: 9.1 eV
HOMO level: -8.34 eV
total charge: 0

Each line ends with the natural charge from an NBO analysis.
Element x y z (Å)
H 2.4600 0.2302 -0.6639  0.36
N 1.7415 1.0350 -0.5896  -0.71
C 0.5334 0.6398 -0.3950  0.36
C -0.7104 1.3823 -0.2331  -0.39
C -1.6427 0.3405 -0.2283  0.19
O -1.2124 -0.8593 0.0120  -0.31
N 0.1590 -0.7260 -0.1659  -0.04
N 0.9668 -1.3773 0.6250  -0.60
H -1.0649 2.3802 -0.4158  0.25
H -2.7522 0.3971 -0.2319  0.21
H 0.6229 -2.4289 0.6790  0.37
H 0.8990 -1.0137 1.6075  0.33

Forces on atoms 1 to 3 (eV/Å):
H -1.8 1.5 0.3
N 0.3 -1.4 -0.2
C 1.2 0.5 0.6

=====

Entry 2:
Computed, not measured: a 2-piece molecular cluster, H2NP2 overall, with ωB97M-V with the def2-TZVPD basis set.

LUMO level (alpha / beta): -9.4162 / -8.8793 eV
gap between HOMO and LUMO (alpha / beta): 6.0 / 4.4 eV
HOMO level (alpha / beta): -15.39 / -13.26 eV
total charge: +1

Each line ends with the natural charge from an NBO analysis.
Element x y z (Å)
N 0.6804 0.2589 0.1112  -0.92
P -2.6635 0.0692 -0.5823  0.98
P 1.9536 -0.1606 -0.4917  0.97
H -3.0987 0.7081 0.7211  -0.06
H 3.1282 -0.8756 0.2416  0.02

Forces on atoms 1 to 3 (eV/Å):
N -2.8 0.3 1.5
P 0.3 0.7 1.5
P 3.1 -0.9 -1.8

=====

Entry 3:
Computed, not measured: C50H50InN3O6S3 as an isolated structure, with ωB97M-V with the def2-TZVPD basis set.

LUMO level: -0.7651 eV
gap between HOMO and LUMO: 7.3 eV
HOMO level: -8.03 eV
total charge: 0

Each line ends with the Löwdin charge.
Element x y z (Å)
In 0.3580 -0.3543 -0.0880  0.94
O 0.1734 0.6037 -4.9766  0.02
C 0.9669 1.6821 -4.7934  -0.27
C 1.1064 2.5632 -5.8653  -0.02
C 1.8606 3.7119 -5.7268  -0.08
C 2.5038 4.0036 -4.5235  -0.09
C 2.4058 3.1101 -3.4762  -0.03
C 1.6492 1.9425 -3.5949  -0.08
C 1.6177 0.9553 -2.4948  -0.40
O 0.6885 0.0669 -2.4265  -0.11
N 2.6675 0.9673 -1.6574  0.10
N 2.4920 -0.0184 -0.7553  -0.07
C 3.4600 -0.6765 -0.2670  -0.07
C 3.1344 -1.8695 0.5175  -0.28
C 4.1240 -2.7170 0.9873  0.00
C 3.7576 -3.9190 1.5649  -0.04
C 2.4126 -4.2422 1.6708  -0.04
C 1.4860 -3.3256 1.2117  -0.14
N 1.8377 -2.1704 0.6440  0.06
H 0.0782 0.1411 -4.1222  0.05
H 0.5847 2.3330 -6.7900  0.12
H 1.9459 4.3968 -6.5638  0.10
H 3.0824 4.9139 -4.4170  0.10
H 2.9120 3.2956 -2.5373  0.11
H 4.4851 -0.4481 -0.5361  0.14
H 5.1645 -2.4410 0.8707  0.12
H 4.5151 -4.6045 1.9256  0.12
H 2.0875 -5.1727 2.1203  0.12
H 0.4204 -3.5073 1.3011  0.12
C 1.5266 4.0053 1.4813  0.04
C 1.3098 2.5360 1.7619  -0.55
C 2.6131 1.7967 1.9303  0.03
O 0.4996 2.4016 2.9281  -0.06
C -0.6424 1.5638 2.6417  -0.10
C -0.8422 2.0734 1.1969  -0.15
O 0.5190 1.9572 0.7092  -0.05
C -1.7887 1.6812 0.0544  -0.40
O -1.4471 0.4673 -0.5340  -0.20
C -1.7074 2.7910 -1.0258  -0.13
C -1.8356 2.4013 -2.3531  -0.01
C -1.8955 3.3416 -3.3759  -0.07
C -1.7861 4.6950 -3.0942  -0.09
C -1.6572 5.1002 -1.7710  -0.08
C -1.6384 4.1586 -0.7490  -0.05
C -3.2300 1.6207 0.6110  -0.10
C -3.5636 0.4986 1.3591  -0.01
C -4.8346 0.3376 1.8877  -0.06
C -5.8130 1.2973 1.6522  -0.09
C -5.5030 2.4074 0.8813  -0.08
C -4.2204 2.5688 0.3603  -0.01
C -0.3972 0.0372 2.9814  -0.34
O -0.3283 -0.7537 1.8182  -0.24
C -1.5600 -0.5075 3.8745  -0.14
C -2.1175 -1.7547 3.6163  -0.04
C -3.0887 -2.2898 4.4574  -0.08
C -3.5200 -1.5814 5.5703  -0.10
C -2.9598 -0.3396 5.8425  -0.08
C -1.9818 0.1844 5.0082  -0.03
C 0.8473 -0.1780 3.9158  -0.12
C 1.3892 -1.4621 3.9288  -0.03
C 2.4620 -1.8000 4.7433  -0.08
C 3.0110 -0.8553 5.6017  -0.10
C 2.4384 0.4059 5.6559  -0.08
C 1.3653 0.7399 4.8332  -0.04
H 2.0271 4.4665 2.3365  0.10
H 0.5696 4.5064 1.3193  0.08
H 2.1439 4.1220 0.5880  0.10
H 3.1271 2.1992 2.8034  0.11
H 3.2366 1.9307 1.0450  0.09
H 2.4316 0.7365 2.1094  0.08
H -1.4579 1.9439 3.2484  0.15
H -1.0696 3.1160 1.3853  0.13
H -1.9115 1.3420 -2.5712  0.12
H -2.0226 3.0099 -4.3997  0.11
H -1.8047 5.4279 -3.8942  0.10
H -1.5923 6.1543 -1.5271  0.10
H -1.6153 4.5253 0.2715  0.11
H -2.8150 -0.2687 1.4870  0.10
H -5.0635 -0.5437 2.4765  0.10
H -6.8118 1.1752 2.0578  0.10
H -6.2613 3.1541 0.6726  0.10
H -4.0085 3.4406 -0.2440  0.11
H -1.7808 -2.2997 2.7423  0.11
H -3.5151 -3.2621 4.2336  0.10
H -4.2809 -1.9940 6.2244  0.10
H -3.2795 0.2202 6.7139  0.10
H -1.5364 1.1449 5.2555  0.12
H 0.9230 -2.2095 3.3034  0.09
H 2.8586 -2.8094 4.7162  0.10
H 3.8544 -1.1041 6.2358  0.10
H 2.8254 1.1462 6.3496  0.10
H 0.9452 1.7286 4.9195  0.11
C -1.4159 -3.8189 -4.6751  -0.52
C -2.2446 -3.5115 -3.4299  -0.53
S -1.3136 -3.0443 -1.9603  0.85
C -0.3511 -4.5465 -1.6408  -0.51
C 1.0350 -4.6622 -2.3244  -0.49
S 1.9196 -3.0791 -2.4185  0.87
C 2.3126 -2.8189 -4.1778  -0.51
C 1.3158 -3.2749 -5.2333  -0.52
S -0.3112 -2.4668 -5.1882  0.91
H -2.0975 -4.0079 -5.5035  0.07
H -0.8181 -4.7191 -4.5360  0.06
H -2.8756 -4.3661 -3.1800  0.08
H -2.8967 -2.6550 -3.6104  0.08
H -0.9713 -5.4052 -1.9034  0.08
H -0.2235 -4.5606 -0.5594  0.04
H 0.9466 -5.0636 -3.3300  0.05
H 1.6547 -5.3524 -1.7552  0.07
H 3.2796 -3.2767 -4.3846  0.07
H 2.4331 -1.7344 -4.2322  0.07
H 1.1585 -4.3510 -5.2083  0.06
H 1.7470 -3.0507 -6.2089  0.07

Forces on atoms 1 to 3 (eV/Å):
In 0.1 0.3 -0.3
O 0.2 0.3 -0.1
C -0.1 0.0 0.1

=====

Entry 4:
Computed, not measured: C19H17FO4 as an isolated structure, with ωB97M-V with the def2-TZVPD basis set.

LUMO level: -0.5662 eV
gap between HOMO and LUMO: 8.4 eV
HOMO level: -8.93 eV
total charge: 0

Each line ends with the natural charge from an NBO analysis.
Element x y z (Å)
F -5.2463 2.6628 -0.0293  -0.33
C -4.1454 1.8842 0.1716  0.41
C -2.9891 2.5397 0.6820  -0.27
C -1.9179 1.6974 1.0335  -0.15
C -1.8550 0.3360 0.7539  -0.11
C -0.5500 -0.3813 0.8945  -0.10
C -0.6101 -1.8508 0.8179  -0.08
C 0.0994 -2.6527 1.7420  -0.20
C 0.1157 -4.0458 1.6284  -0.20
C -0.6500 -4.6931 0.6457  -0.20
C -1.3097 -3.9156 -0.3330  -0.20
C -1.2557 -2.5023 -0.2665  -0.19
C -3.1008 -0.2334 0.3215  -0.15
C -4.2240 0.5248 0.0221  -0.30
H -2.9570 3.5978 0.8307  0.24
H -1.0253 2.1405 1.4780  0.22
H 0.0074 0.0473 1.7874  0.25
H 0.7040 -2.1540 2.4993  0.21
H 0.7344 -4.6219 2.3101  0.22
H -0.6677 -5.7800 0.5990  0.22
H -1.8402 -4.3876 -1.1611  0.22
H -1.6414 -1.9387 -1.1097  0.23
H -3.1917 -1.2860 0.1338  0.23
H -5.1876 0.0666 -0.3156  0.24
C 2.8259 3.0770 -2.2563  -0.63
C 2.5289 1.9401 -1.2864  0.51
C 3.8579 1.4433 -0.7821  -0.67
O 1.7116 2.4048 -0.2028  -0.54
C 1.5522 1.3959 0.8000  0.79
O 1.6056 1.6935 1.9865  -0.55
C 1.1786 0.0736 0.2242  -0.48
C 1.4280 -0.1531 -1.2095  0.76
O 1.2613 -1.2124 -1.7846  -0.54
O 1.7846 0.9545 -1.9872  -0.51
H 1.9036 3.5125 -2.6621  0.23
H 3.3889 3.8702 -1.7449  0.22
H 3.4249 2.7050 -3.1002  0.23
H 3.7621 0.6354 -0.0595  0.21
H 4.4588 1.0936 -1.6267  0.24
H 4.3734 2.2789 -0.2945  0.24
H 1.6578 -0.7667 0.8498  0.28

Forces on atoms 1 to 3 (eV/Å):
F 0.5 -0.5 -0.2
C 0.7 2.0 1.1
C -0.6 -2.5 -0.2

=====

Entry 5:
Computed, not measured: one molecule with the formula C4H7NO2, with ωB97M-V with the def2-TZVPD basis set.

SMILES: O/N=C1/CC[C@H]1O
LUMO level: 0.3711 eV
gap between HOMO and LUMO: 9.3 eV
HOMO level: -8.91 eV
total charge: 0

Each line ends with the natural charge from an NBO analysis.
Element x y z (Å)
O 0.4815 -2.2211 1.0144  -0.59
N -0.6983 -1.8514 0.4440  -0.03
C -0.5576 -0.7279 -0.1499  0.10
C -1.4601 0.4121 -0.5885  -0.43
C -0.1671 1.2940 -0.5918  -0.42
C 0.7058 0.0626 -0.2411  0.04
O 1.3977 0.0673 1.1921  -0.74
H 1.0259 -1.2481 1.2911  0.47
H -2.2265 0.7143 0.1391  0.23
H -1.9375 0.3061 -1.5671  0.22
H -0.1230 2.0036 0.2324  0.23
H 0.0503 1.8109 -1.5340  0.22
H 1.5056 -0.2737 -0.9054  0.21
H 2.3730 -0.0004 1.1518  0.50

Forces on atoms 1 to 3 (eV/Å):
O 1.3 1.0 0.8
N -0.1 0.9 -0.1
C 0.1 -0.5 0.5

=====

Entry 6:
Computed, not measured: a 9-piece molecular cluster, H18O9 overall, with ωB97M-V with the def2-TZVPD basis set.

SMILES: O.O.O.O.O.O.O.O.O
LUMO level: -0.2576 eV
gap between HOMO and LUMO: 9.6 eV
HOMO level: -9.84 eV
total charge: 0

Each line ends with the natural charge from an NBO analysis.
Element x y z (Å)
O -3.6056 1.1361 0.5127  -0.93
H -2.9524 1.0191 -0.1327  0.46
H -3.4584 2.1261 0.7490  0.48
O 3.3081 0.4272 -2.1096  -0.98
H 2.5680 -0.2273 -2.2453  0.49
H 4.1049 0.1013 -2.6291  0.49
O -2.0152 -1.2473 1.1012  -0.96
H -2.5826 -0.4351 1.2273  0.50
H -1.2382 -1.0690 0.4797  0.45
O 0.1636 -3.9258 -0.7643  -1.00
H 0.4045 -4.3685 0.1311  0.50
H 0.6541 -2.9957 -1.0759  0.49
O -3.6655 -2.7411 -1.0253  -0.92
H -2.8394 -3.0479 -0.8951  0.46
H -3.5242 -1.8591 -1.3438  0.45
O 1.0530 2.0872 -2.2231  -0.95
H 1.8947 2.2536 -2.0178  0.47
H 0.3846 2.6070 -1.7194  0.48
O 1.5599 3.4616 1.2028  -0.97
H 1.3571 4.3351 0.9813  0.48
H 2.4223 3.0297 0.8460  0.49
O 2.3758 -0.2217 0.9496  -0.97
H 2.9594 0.1271 0.2688  0.49
H 1.6475 0.4621 1.2036  0.48
O -0.4523 -0.1355 2.7472  -0.98
H -0.7573 -0.4815 3.5607  0.50
H 0.2334 -0.4174 2.2206  0.48

Forces on atoms 1 to 3 (eV/Å):
O -0.9 3.2 2.0
H 1.5 -0.5 -1.7
H -0.6 -2.6 -0.3

=====

Entry 7:
Computed, not measured: C52H33F5I4N6STl as an isolated structure, with ωB97M-V with the def2-TZVPD basis set.

LUMO level (alpha / beta): -4.1364 / -4.1492 eV
gap between HOMO and LUMO (alpha / beta): 5.3 / 5.3 eV
HOMO level (alpha / beta): -9.46 / -9.45 eV
total charge: +1

Each line ends with the Löwdin charge.
Element x y z (Å)
Tl -23.4204 2.7846 0.5372  0.93
I -33.1041 4.4875 -1.4941  0.92
C -31.0801 4.3680 -1.0910  -0.77
C -30.1099 4.9518 -1.8634  -0.13
C -28.7667 4.6586 -1.6605  -0.01
C -28.3778 3.7764 -0.6389  -0.22
C -29.3840 3.3360 0.1807  -0.05
C -30.7071 3.6036 -0.0201  -0.17
C -26.9510 3.5010 -0.2659  -0.03
C -26.4216 2.2401 -0.6222  -0.22
C -27.1283 1.3222 -1.3902  0.03
C -26.3110 0.1722 -1.5216  0.07
C -25.1285 0.4909 -0.7481  -0.23
C -24.2065 -0.5607 -0.3207  -0.05
C -24.3141 -1.8653 -0.9979  -0.25
C -23.3989 -2.1213 -1.9839  -0.01
C -23.4938 -3.3526 -2.6735  -0.10
C -24.4304 -4.3138 -2.2555  -0.77
I -24.4869 -6.2086 -3.0341  0.93
C -25.3457 -4.0061 -1.2702  -0.16
C -25.2958 -2.7928 -0.6339  -0.03
C -23.2496 -0.4230 0.6746  -0.21
N -22.8998 0.7729 1.2608  0.01
C -21.8052 0.5969 2.0152  -0.25
C -21.0172 1.5398 2.6876  -0.05
C -19.5875 1.2722 3.1117  -0.21
C -19.1901 1.2469 4.4389  -0.02
C -17.7918 1.2972 4.7654  -0.11
C -16.8899 1.2302 3.7107  -0.72
I -14.8813 1.7424 4.0557  0.88
C -17.2863 1.1153 2.3929  -0.17
C -18.6167 1.1501 2.1091  -0.06
C -21.4432 2.8726 2.9772  -0.27
C -20.8366 3.7745 3.9125  -0.01
C -21.7270 4.8374 4.0275  0.03
C -22.7507 4.6652 3.0364  -0.22
N -22.5579 3.4557 2.4466  0.00
C -23.8259 5.5708 2.7988  -0.06
C -24.8336 5.3923 1.9488  -0.20
C -26.0613 6.1883 1.9384  0.04
C -26.9891 5.6233 1.0973  0.06
C -26.3360 4.4218 0.5886  -0.25
N -25.0816 4.3516 1.0146  0.05
C -23.6862 6.9428 3.5065  -0.19
C -24.1553 7.1091 4.8301  -0.03
C -24.1247 8.3563 5.4551  -0.14
C -23.5749 9.4609 4.7873  -0.73
I -23.6420 11.3201 5.7118  0.90
C -23.1938 9.2472 3.4620  -0.15
C -23.2664 8.0591 2.8186  -0.04
C -21.5030 -0.8239 2.0282  0.03
C -22.4773 -1.4648 1.3117  0.04
N -25.1609 1.7517 -0.3448  0.01
H -30.4156 5.6483 -2.6651  0.11
H -28.0342 5.0787 -2.3113  0.11
H -29.1393 2.7846 1.0875  0.14
H -31.4562 3.1813 0.6655  0.11
H -28.1085 1.3692 -1.7688  0.11
H -26.5214 -0.7773 -2.0658  0.13
H -22.6638 -1.3861 -2.2726  0.13
H -22.7830 -3.5655 -3.4305  0.09
H -26.0163 -4.7847 -0.9078  0.10
H -25.8936 -2.5374 0.2207  0.13
H -19.9802 1.1883 5.1779  0.13
H -17.4595 1.3754 5.7945  0.10
H -16.5449 0.9269 1.6595  0.09
H -18.9372 1.1611 1.0605  0.13
H -19.8575 3.5932 4.3269  0.10
H -21.6234 5.6783 4.6967  0.12
H -26.2615 6.9763 2.6007  0.10
H -27.9930 5.7748 0.7937  0.11
H -24.5432 6.2425 5.4264  0.14
H -24.5277 8.3370 6.4193  0.08
H -22.8752 10.1361 2.8971  0.11
H -23.0110 7.9497 1.7654  0.12
H -20.7754 -1.2767 2.6545  0.11
H -22.6032 -2.5358 1.0955  0.13
F -23.5943 7.5237 -4.6014  0.12
C -23.0171 6.6481 -3.7493  -0.09
C -22.7982 7.0057 -2.4056  -0.14
F -23.0047 8.2459 -2.0008  0.14
C -22.2099 6.0966 -1.5494  -0.22
F -21.9370 6.5346 -0.2851  0.06
C -21.8709 4.8132 -1.9460  -0.56
S -21.4293 3.5614 -0.8875  0.75
C -22.1035 4.4780 -3.2933  -0.23
F -21.8380 3.2115 -3.6290  0.08
C -22.6955 5.3633 -4.1973  -0.11
F -22.8987 4.9436 -5.4589  0.13
N -19.0889 4.0176 1.1427  0.18
C -18.5064 5.3549 0.6912  -0.09
C -18.4690 5.4244 -0.8736  -0.28
N -17.9011 4.2264 -1.3821  -0.01
H -19.1037 4.0047 2.1537  0.12
H -18.6485 3.2416 0.7386  0.08
H -20.0514 4.1177 0.7672  0.03
H -17.5054 5.5025 1.0652  0.12
H -19.1180 6.1254 1.1131  0.12
H -17.9458 6.3583 -1.1945  0.14
H -19.4460 5.4532 -1.2942  0.06
H -18.4719 3.9547 -2.2258  0.11
H -16.8744 4.2449 -1.5565  0.11

Forces on atoms 1 to 3 (eV/Å):
Tl -0.7 0.7 -0.3
I -0.3 0.3 -0.2
C -0.5 0.0 0.1

=====

Entry 8:
Computed, not measured: one molecule with the formula C2H3Cl2FN2, with ωB97M-V with the def2-TZVPD basis set.

SMILES: N/N=C\C(F)(Cl)Cl
LUMO level: 0.7436 eV
gap between HOMO and LUMO: 10.4 eV
HOMO level: -9.63 eV
total charge: 0

Each line ends with the natural charge from an NBO analysis.
Element x y z (Å)
N -2.5383 -0.0193 0.2306  -0.61
N -1.9209 -0.8336 -0.6188  -0.16
C -0.6486 -0.8803 -0.7456  -0.11
C 0.3072 -0.0868 0.1271  0.28
F -0.0196 -0.1908 1.4192  -0.33
Cl 0.3405 1.6486 -0.2945  -0.01
Cl 1.9693 -0.7633 -0.0723  -0.02
H -2.0510 0.2406 1.0645  0.37
H -3.5198 -0.3654 0.3375  0.38
H -0.2555 -1.4357 -1.5107  0.21

Forces on atoms 1 to 3 (eV/Å):
N -2.0 -0.8 -0.1
N 0.9 -0.4 -1.0
C -1.3 1.8 2.2